Record 1
Molecular formula: C23H24N4O5
Method: DFT, the ωB97M-V functional and the def2-TZVPD basis

The energy relative to the best compared isomer or geometry (same formula, charge and spin) is 132.08 kcal/mol. The HOMO energy comes out at -8.026 eV. The calculation puts the LUMO energy at 0.64 eV. The orbital gap comes out at 0.318 hartree.

Atoms and positions in Å:
C -7.1808 -3.3639 -0.7417
O -7.5710 -2.0185 -0.8883
C -6.6842 -1.0463 -0.5487
C -7.1235 0.2694 -0.7172
C -6.2882 1.3239 -0.4220
C -5.0081 1.1047 0.0742
O -4.2020 2.1927 0.3504
C -3.2140 2.4410 -0.6305
C -4.5702 -0.2083 0.2766
C -3.2570 -0.5043 0.8326
N -2.5764 -1.5134 0.4554
O -1.3965 -1.6002 1.1422
C -1.2397 -0.4406 1.9822
C -0.1209 0.4629 1.4254
O -0.2121 1.6755 1.4546
N 0.9078 -0.2466 0.9359
C 2.1264 0.1615 0.3963
C 2.6184 1.3330 -0.0957
C 1.9798 2.6533 -0.3227
N 3.9523 1.1609 -0.4151
C 4.5344 1.8305 -1.5570
N 4.2580 -0.1868 -0.2341
C 5.5849 -0.6364 -0.1825
C 6.6087 0.2108 0.2337
C 7.9095 -0.2557 0.2743
C 8.1949 -1.5638 -0.0793
C 7.1703 -2.4106 -0.4693
C 5.8672 -1.9532 -0.5307
C 3.1728 -0.8465 0.3161
O 3.1338 -2.0141 0.6605
C -2.5914 0.2716 1.9440
C -5.4092 -1.2734 -0.0521
H -8.0307 -3.9541 -1.0804
H -6.3070 -3.5977 -1.3574
H -6.9645 -3.6068 0.3032
H -8.1206 0.4361 -1.0921
H -6.6175 2.3416 -0.5653
H -3.6708 2.7643 -1.5728
H -2.5837 3.2357 -0.2356
H -2.6014 1.5537 -0.8223
H -0.9436 -0.7875 2.9775
H 0.8590 -1.2592 1.0182
H 1.0499 2.7035 0.2366
H 1.7614 2.7942 -1.3818
H 2.6389 3.4554 0.0029
H 3.9706 1.6333 -2.4748
H 4.5488 2.9026 -1.3708
H 5.5560 1.4821 -1.6919
H 6.3811 1.2199 0.5437
H 8.7014 0.4046 0.5958
H 9.2118 -1.9238 -0.0417
H 7.3871 -3.4343 -0.7341
H 5.0628 -2.6072 -0.8235
H -3.1676 0.1703 2.8653
H -2.4683 1.3325 1.7284
H -5.0271 -2.2685 0.1052

Atomic partial charges in e from the Mulliken method, atoms 1 to 5: number 1, C, carries -0.794; number 2, O, carries -0.468; number 3, C, carries 0.768; number 4, C, carries -0.693; number 5, C, carries -0.289

=====

Record 2
Molecular formula: C54H135N9
Method: DFT, the ωB97M-V functional and the def2-TZVPD basis

The energy relative to the best compared isomer or geometry (same formula, charge and spin) is 0.00 kcal/mol. The HOMO energy comes out at -8.085 eV. The calculation puts the LUMO energy at 0.73 eV. The orbital gap comes out at 0.324 hartree.

Atoms and positions in Å:
C 6.3045 -8.6547 16.6645
C 7.5224 -8.1364 17.4151
N 7.2426 -7.8827 18.8308
C 6.4986 -6.6217 18.9713
C 5.8163 -6.4386 20.3004
C 8.5282 -7.8787 19.5639
C 8.7848 -9.2580 20.1510
H 6.2630 -8.3292 15.6250
H 5.3689 -8.2686 17.0807
H 6.1931 -9.7356 16.7472
H 8.2743 -8.9298 17.4011
H 7.9528 -7.2510 16.9215
H 7.1401 -5.7615 18.7361
H 5.7347 -6.6521 18.1902
H 5.1893 -7.2725 20.6182
H 6.5291 -6.2362 21.1034
H 5.1498 -5.5738 20.2643
H 8.4902 -7.1764 20.3999
H 9.3463 -7.5600 18.9054
H 9.6841 -9.1740 20.7748
H 8.9427 -10.0153 19.3869
H 7.9892 -9.5343 20.8359
C 4.4020 -11.3683 26.9313
C 5.4427 -12.0298 26.0398
N 6.1699 -11.0878 25.1997
C 6.8887 -11.7983 24.1549
C 7.5940 -10.9193 23.1282
C 6.9211 -10.0834 25.9089
C 6.9614 -8.7029 25.2541
H 3.6390 -10.8396 26.3577
H 4.8017 -10.7238 27.7109
H 3.8294 -12.1566 27.4363
H 6.1277 -12.6702 26.6207
H 4.8779 -12.6524 25.3391
H 7.6728 -12.3963 24.6634
H 6.1782 -12.4535 23.6505
H 6.8905 -10.1887 22.7341
H 8.4279 -10.4144 23.6125
H 8.0107 -11.5262 22.3256
H 7.9673 -10.4204 26.0753
H 6.5392 -9.9912 26.9233
H 6.2634 -8.6993 24.4163
H 7.9462 -8.4463 24.8714
H 6.6188 -7.9105 25.9210
C 3.9392 -9.6795 22.6740
C 2.6388 -10.1765 22.0617
N 2.1138 -9.2462 21.0583
C 0.6712 -9.3441 20.9099
C -0.0937 -8.7881 22.1086
C 2.7697 -9.4661 19.7615
C 2.8310 -8.1727 18.9603
H 4.2791 -10.3841 23.4381
H 3.8554 -8.6830 23.1067
H 4.7332 -9.6399 21.9207
H 2.8197 -11.1731 21.6230
H 1.8692 -10.3333 22.8168
H 0.3767 -8.7651 20.0338
H 0.3532 -10.3876 20.7289
H -0.0471 -9.4466 22.9720
H 0.2531 -7.7821 22.3438
H -1.1473 -8.6767 21.8355
H 2.2400 -10.2546 19.2015
H 3.8011 -9.7956 19.8826
H 3.2457 -7.3906 19.5995
H 1.8344 -7.8210 18.6878
H 3.4874 -8.2573 18.0950
C 6.1314 -4.9655 13.5906
C 7.5172 -4.9329 14.2160
N 7.7525 -3.7928 15.0783
C 7.1312 -4.0237 16.3840
C 7.1597 -2.7579 17.2451
C 9.1588 -3.4475 15.1743
C 9.6744 -2.8041 13.9056
H 5.3481 -4.9379 14.3500
H 6.0269 -5.9215 13.0688
H 5.9450 -4.1596 12.8829
H 7.6641 -5.8885 14.7627
H 8.2794 -4.9921 13.4376
H 7.7516 -4.7844 16.8906
H 6.1165 -4.3993 16.2880
H 8.1361 -2.6555 17.7236
H 6.4579 -2.8542 18.0756
H 6.9996 -1.8520 16.6630
H 9.3228 -2.7368 15.9853
H 9.7596 -4.3296 15.4793
H 9.0692 -1.9278 13.6732
H 10.7213 -2.5058 13.9743
H 9.6079 -3.4736 13.0458
C 5.2072 -15.7790 18.7626
C 4.8328 -14.2999 18.8197
N 5.2359 -13.6699 20.0650
C 4.7341 -14.2915 21.2701
C 3.2132 -14.3599 21.4175
C 5.1056 -12.2269 20.0375
C 6.1521 -11.5305 19.1799
H 5.5834 -16.0875 17.7900
H 4.3615 -16.4246 19.0135
H 5.9594 -16.0169 19.5172
H 5.2934 -13.7648 17.9924
H 3.7325 -14.2208 18.7316
H 5.1234 -15.3126 21.3368
H 5.1833 -13.7845 22.1263
H 2.7366 -15.0335 20.7036
H 2.9556 -14.7251 22.4166
H 2.7248 -13.3865 21.3222
H 5.2848 -11.8482 21.0497
H 4.0980 -11.9159 19.7267
H 6.0514 -11.7126 18.1080
H 7.1747 -11.7879 19.4658
H 6.0849 -10.4524 19.3670
C 10.1567 -11.6876 16.9775
C 9.1088 -12.6281 16.4086
N 9.6561 -13.6975 15.5746
C 8.5923 -14.4857 14.9399
C 7.7650 -15.2563 15.9534
C 10.6056 -13.1977 14.5879
C 10.0692 -12.2047 13.5533
H 9.6757 -11.0518 17.7279
H 10.5515 -10.9837 16.2439
H 10.9656 -12.2134 17.4837
H 8.5444 -13.0561 17.2395
H 8.3765 -12.0391 15.8238
H 7.9236 -13.8271 14.3637
H 9.1027 -15.1322 14.2226
H 7.0888 -15.9656 15.4744
H 8.4071 -15.7841 16.6604
H 7.1356 -14.5806 16.5379
H 10.9608 -14.0708 14.0304
H 11.4704 -12.7816 15.1009
H 9.8318 -11.2330 14.0026
H 9.1325 -12.5243 13.0947
H 10.8228 -12.0323 12.7856
C 1.6502 -3.3352 22.1367
C 3.0379 -3.1061 21.5402
N 3.0862 -2.9129 20.0982
C 2.4513 -1.6924 19.6238
C 2.9728 -0.4469 20.2938
C 2.6257 -4.0800 19.3646
C 3.1018 -4.0975 17.9166
H 1.1030 -2.3879 22.1332
H 1.7056 -3.6620 23.1746
H 1.1018 -4.0768 21.5594
H 3.6009 -2.3691 22.1085
H 3.6437 -4.0186 21.6419
H 2.6410 -1.6081 18.5498
H 1.3475 -1.7091 19.6999
H 4.0580 -0.3368 20.1982
H 2.5710 0.4382 19.7934
H 2.7432 -0.3897 21.3578
H 1.5321 -4.2168 19.4003
H 3.0346 -4.9532 19.8792
H 4.0685 -3.6061 17.8298
H 2.4034 -3.5603 17.2718
H 3.1488 -5.1311 17.5706
C 6.2472 -9.1484 12.9066
C 5.5574 -10.2676 12.1390
N 4.4220 -10.8174 12.8570
C 4.7196 -11.2976 14.2053
C 5.8592 -12.3051 14.3096
C 3.6958 -11.7997 12.0575
C 2.2845 -12.0584 12.5814
H 6.6471 -9.6235 13.8048
H 5.5294 -8.3877 13.2078
H 7.0530 -8.7198 12.3148
H 5.1414 -9.8700 11.2024
H 6.2854 -11.0097 11.7609
H 3.8042 -11.7163 14.6275
H 4.9423 -10.4281 14.8268
H 5.6760 -13.2458 13.7848
H 6.1174 -12.5348 15.3432
H 6.7450 -11.8859 13.8213
H 3.6517 -11.4511 11.0261
H 4.2318 -12.7659 12.0399
H 1.6619 -12.4102 11.7572
H 2.2644 -12.8467 13.3337
H 1.8705 -11.1404 12.9957
C 8.3633 -0.3389 21.2969
C 8.0996 -1.6646 20.6139
N 8.5066 -2.8104 21.4117
C 8.4757 -4.0548 20.6649
C 9.7714 -4.3561 19.9407
C 7.9036 -2.8771 22.7169
C 6.3732 -2.9990 22.7585
H 7.6226 -0.1192 22.0695
H 8.2768 0.4704 20.5704
H 9.3560 -0.3452 21.7439
H 7.0689 -1.7404 20.2231
H 8.7103 -1.7012 19.7040
H 8.1965 -4.8739 21.3268
H 7.7031 -4.0050 19.8776
H 10.2063 -3.5081 19.4118
H 10.5303 -4.6466 20.6767
H 9.6594 -5.2089 19.2696
H 8.2080 -2.0346 23.3454
H 8.2881 -3.7329 23.2852
H 5.9086 -2.2149 22.1570
H 6.0368 -2.9680 23.7933
H 6.0558 -3.9288 22.2780

Atomic partial charges in e from the Mulliken method, atoms 1 to 5: number 1, C, carries 1.596; number 2, C, carries -0.873; number 3, N, carries 1.455; number 4, C, carries 1.303; number 5, C, carries -0.815

=====

Record 3
Molecular formula: C27H51AuN2O2P3
Method: DFT, the ωB97M-V functional and the def2-TZVPD basis

The energy relative to the best compared isomer or geometry (same formula, charge and spin) is 46.45 kcal/mol. The HOMO energy (alpha / beta) comes out at -14.760 / -14.740 eV. As for the spin multiplicity: 3. Its total charge is +3. The calculation puts the LUMO energy (alpha / beta) at -8.61 / -12.91 eV. The orbital gap (alpha / beta) comes out at 0.226 / 0.067 hartree.

Atoms and positions in Å:
Au -1.0341 -0.5620 0.2797
P -0.1713 -1.2151 2.4624
P -0.4471 -2.3781 -1.0854
P -3.3858 -0.4100 0.5929
H 0.2847 1.3273 -1.2200
C -0.6171 1.5451 -0.6344
C -0.4730 1.6948 0.7545
H 0.5479 1.7013 1.1467
C 1.6174 -1.0983 2.7795
C -0.5340 -2.9483 2.8726
C -0.9274 -0.2613 3.8157
C -0.5906 -1.8663 -2.8201
C 1.2735 -2.9006 -0.8503
C -1.5128 -3.8281 -0.8200
C -3.9152 1.1387 1.3632
C -4.0974 -1.7725 1.5514
C -4.1217 -0.4667 -1.0540
H -1.5063 1.9061 -1.1658
H -1.2580 2.1610 1.3576
H 1.8531 -0.1010 3.1794
H 2.1880 -1.2723 1.8578
H 1.8713 -1.8671 3.5261
H -0.0044 -3.6179 2.1791
H -1.6145 -3.1454 2.8330
H -0.1603 -3.1150 3.8947
H -0.6373 0.7951 3.7282
H -0.5469 -0.6717 4.7640
H -2.0251 -0.3413 3.7923
H -0.3948 -2.7231 -3.4853
H 0.1575 -1.0832 -3.0182
H -1.5974 -1.4597 -3.0128
H 1.4830 -3.7777 -1.4825
H 1.4548 -3.1622 0.2028
H 1.9429 -2.0799 -1.1451
H -1.1593 -4.6704 -1.4335
H -2.5488 -3.5951 -1.1095
H -1.4857 -4.1280 0.2389
H -5.0050 1.2590 1.3160
H -3.4479 1.9910 0.8594
H -3.6084 1.1548 2.4150
H -5.1947 -1.7117 1.5711
H -3.7303 -1.7404 2.5861
H -3.8123 -2.7361 1.1097
H -5.1932 -0.2297 -1.0370
H -3.9925 -1.4525 -1.5183
H -3.6036 0.2647 -1.6871
C -4.2680 -0.4059 -4.7803
C -4.2756 -0.4574 -6.1979
C -4.8642 0.6151 -6.8836
C -5.4547 1.6859 -6.2011
C -5.5410 1.6421 -4.8080
C -5.0392 0.5435 -4.1105
O -3.4575 -1.1699 -3.9655
H -2.9339 -1.8228 -4.4832
H -3.8329 -1.2961 -6.7394
H -4.8648 0.6310 -7.9733
H -5.8567 2.5482 -6.7371
H -6.0045 2.4480 -4.2370
H -5.1815 0.4392 -3.0369
C 5.3677 0.6864 4.6895
C 5.2323 2.0231 3.9969
N 4.5602 1.9460 2.6935
C 3.8144 3.1607 2.3467
C 4.3005 3.9676 1.1595
C 5.2116 1.2238 1.7005
O 6.3387 0.7618 1.8659
C 4.4808 0.9553 0.4138
C 5.2380 0.6839 -0.7332
C 4.5751 0.4628 -1.9338
C 3.1702 0.5242 -1.9474
N 2.4519 0.7623 -0.8518
C 3.0789 0.9458 0.3146
H 4.3923 0.2138 4.8164
H 5.8050 0.8635 5.6728
H 6.0337 0.0217 4.1353
H 4.6048 2.6803 4.6133
H 6.2248 2.4846 3.8672
H 2.7468 2.9156 2.2255
H 3.8784 3.8008 3.2354
H 4.0848 3.4794 0.2061
H 3.7550 4.9171 1.1622
H 5.3751 4.1821 1.2345
H 6.3298 0.6661 -0.6574
H 5.1127 0.2680 -2.8521
H 2.6210 0.3705 -2.8791
H 2.4700 1.0819 1.2086

Atomic partial charges in e from the Mulliken method, atoms 1 to 5: number 1, Au, carries 1.318; number 2, P, carries 0.311; number 3, P, carries 0.515; number 4, P, carries 0.485; number 5, H, carries 0.250

=====

Record 4
Molecular formula: C22H30O2SiTi
Method: DFT, the ωB97M-V functional and the def2-TZVPD basis

The HOMO energy (alpha / beta) comes out at -9.807 / -9.740 eV. As for the spin multiplicity: 2. Its total charge is +1. The calculation puts the LUMO energy (alpha / beta) at -3.61 / -3.00 eV. The orbital gap (alpha / beta) comes out at 0.228 / 0.248 hartree.

Atoms and positions in Å:
C 0.6544 1.8803 3.2959
C 1.0562 2.3877 2.0012
C -0.1225 2.6066 1.2182
H 2.0958 2.5748 1.7390
C -1.2597 2.2022 1.9788
C -0.7924 1.8115 3.3053
H -1.3917 1.7172 4.2303
H 1.2795 1.7431 4.1926
H -0.1752 3.0593 0.2351
H -2.3144 2.3222 1.6835
Ti 0.1355 0.3880 1.7686
C -0.9833 -2.6411 -0.7202
H -0.2861 -1.6307 -0.7289
H -2.0152 -2.2647 -0.7326
H -0.9917 -3.3656 0.1466
Si 0.5440 0.3582 -1.0347
C 1.8471 -0.3203 -2.3542
C 2.8702 0.5510 -2.7934
H 3.0896 1.4561 -2.2528
C 3.7164 0.2591 -3.8754
H 4.4817 0.9905 -4.1645
C 3.5810 -0.9395 -4.5555
H 4.2083 -1.1792 -5.4434
C 2.6738 -1.9068 -4.0714
H 2.6374 -2.9126 -4.5278
C 1.8408 -1.6229 -2.9544
H 1.2927 -2.4593 -2.4748
C -0.8271 0.9782 -2.2599
C -0.7227 1.1386 -3.6512
H 0.2083 0.9078 -4.1588
C -1.7945 1.5857 -4.4373
H -1.7218 1.7031 -5.5084
C -2.9995 1.9564 -3.8446
H -3.7969 2.4539 -4.3987
C -3.1597 1.6930 -2.4859
H -4.1131 1.8860 -1.9984
C -2.0982 1.2258 -1.7131
H -2.2463 1.0443 -0.6469
H 1.3441 1.1091 0.0283
H -0.7544 -3.2468 -1.6543
C -2.8424 -0.4718 2.8360
O -1.4223 -0.6877 2.8154
C -1.1349 -1.8209 3.6311
C 0.3621 -1.9925 3.7548
O 1.0094 -0.9286 3.0372
C 2.4111 -0.7738 3.2412
H -3.1460 0.2206 2.0465
H -3.1730 -0.0830 3.8159
H -3.3436 -1.4339 2.6740
H -1.5873 -1.7139 4.6237
H -1.6299 -2.6847 3.1820
H 0.6292 -2.9303 3.2528
H 0.6215 -1.9587 4.8291
H 2.6080 -0.4219 4.2613
H 2.8324 -1.7706 3.1026
H 2.8149 -0.0486 2.5146

Atomic partial charges in e from the Mulliken method, atoms 1 to 5: number 1, C, carries -0.513; number 2, C, carries -0.607; number 3, C, carries -0.578; number 4, H, carries 0.460; number 5, C, carries -0.491

=====

Record 5
Molecular formula: C2H3N2O
Method: DFT, the ωB97M-V functional and the def2-TZVPD basis

The energy relative to the best compared isomer or geometry (same formula, charge and spin) is 45.59 kcal/mol. The HOMO energy (alpha / beta) comes out at -16.915 / -17.938 eV. As for the spin multiplicity: 3. Its total charge is +1. The calculation puts the LUMO energy (alpha / beta) at -4.62 / -10.41 eV. The orbital gap (alpha / beta) comes out at 0.452 / 0.277 hartree.

Atoms and positions in Å:
C 0.3779 1.8512 0.7725
C -0.0331 0.6276 0.0706
N 0.6856 2.3901 1.7075
N 0.4012 -0.3846 0.9985
O 0.5908 -0.1389 2.1375
H -1.0890 0.5073 -0.1025
H 0.4931 0.4298 -0.9291
H 0.4191 -1.4614 0.8755

Atomic partial charges in e from the Mulliken method, atoms 1 to 5: number 1, C, carries 0.334; number 2, C, carries -0.241; number 3, N, carries -0.240; number 4, N, carries 0.230; number 5, O, carries -0.024

=====

Quick rundown of max |F|, same order as above: 0.96 1.55 2.18 3.45 7.14 eV/A